The following is a DFT calculation (ωB97M-V with the def2-TZVPD basis set) of a 2-piece molecular cluster, C5H15NO overall at a distorted geometry.

Structure (XYZ):
```
22
Properties=species:S:1:pos:R:3:forces:R:3:lowdin_charge:R:1
C 1.407 0.898 -0.057 -0.8 -2.1 1.1 -0.18
O -4.524 -0.132 0.437 1.3 2.4 -0.9 -0.06
H 0.409 0.350 1.722 -0.7 -0.2 0.2 0.09
N -1.542 -0.396 -1.036 0.2 -2.4 -0.2 -0.02
H 4.762 -0.379 -0.407 0.0 -0.8 0.2 0.06
H 4.071 1.119 0.263 0.8 -0.1 -0.4 0.08
H -5.254 -0.509 0.885 -1.2 -0.3 0.7 0.01
C 0.041 0.404 0.694 1.4 1.3 -1.0 -0.20
H -4.609 0.869 0.458 -0.1 -2.1 0.1 0.08
H 2.545 -0.657 1.061 0.2 1.0 -0.4 0.11
H -0.257 -1.740 0.295 -0.1 0.1 -0.7 0.10
C -0.821 -0.798 0.253 1.5 1.3 -1.8 -0.26
H -0.641 1.257 0.538 0.2 -0.1 0.6 0.09
H 1.685 1.860 0.419 0.1 -0.6 0.0 0.11
C 2.546 -0.177 0.042 -1.2 -3.6 0.1 -0.31
H -1.354 -1.131 -1.798 -0.5 1.5 1.6 0.09
H -2.561 -0.444 -0.803 1.2 -0.1 -0.6 0.03
H 3.773 0.687 -1.375 0.2 0.3 -1.0 0.06
C 3.898 0.255 -0.409 -0.3 2.6 1.3 -0.15
H 1.176 1.140 -1.066 -0.1 0.1 -1.1 0.08
H -1.578 -0.896 0.954 -1.4 -0.2 1.7 0.06
H 2.402 -1.190 -0.530 -0.9 1.9 0.3 0.13
```
Positions in Å, forces in eV/Å.

As for the net charge: 0. Its LUMO energy is 0.7 eV. The orbital gap is 9.9 eV. Its energy above the lowest of the compared OMol25 structures with the same formula, charge and spin is 39.64 kcal per mole. The value obtained for the largest force on an atom is 3.739 eV/A. The SMILES is CCCCCN.O. Its spin multiplicity is 1. As for the energy: -8964.6395 eV.